# C2H2FN3O

C2H2FN3O in the gas phase (the ωB97M-V functional and the def2-TZVPD basis, OMol25).

Geometry (Å):
C1 -0.5967 -0.0806 0.1603
C2 0.8722 -0.5579 0.1236
N1 -0.3049 1.3442 -0.0273
N2 1.6759 0.4280 0.1992
N3 0.9253 1.5590 0.0918
O1 -1.5907 -0.5414 -0.6453
F1 1.2126 -1.7764 0.3190
H1 -0.7770 -0.3575 1.3151
H2 -1.4168 -0.0173 -1.5364

For the LUMO energy, the calculation gives -0.847 eV. The relative energy (zero: lowest compared OMol25 entry of this formula, charge and spin) comes out at 50.1 kcal per mole. The calculation puts the frontier orbital gap at 9.5699 eV. The structure (SMILES) is O[C@@H]1N=NN=C1F.